# 1
The following is a quantum chemistry calculation of an isolated molecule of C18H21ClN2O5 in a non-equilibrium geometry, from OMol25.

Geometry as XYZ:
```
47
C18H21ClN2O5 | OMol25 | ωB97M-V/def2-TZVPD
C 4.04 0.56 2.89
O 3.28 1.32 1.98
C 3.15 0.87 0.71
C 3.68 -0.31 0.23
C 3.47 -0.68 -1.09
Cl 4.14 -2.17 -1.66
C 2.74 0.12 -1.94
C 2.21 1.31 -1.47
C 2.40 1.70 -0.15
O 1.93 2.85 0.41
C 1.05 3.66 -0.34
C -0.24 2.96 -0.63
C -1.09 2.27 0.18
C -2.08 1.79 -0.72
C -3.30 1.00 -0.34
O -4.26 1.56 0.16
N -3.23 -0.32 -0.56
C -4.29 -1.18 -0.07
C -3.69 -2.35 0.73
C -2.39 -1.90 1.38
C -1.33 -1.60 0.31
O -0.66 -2.81 0.01
C 0.52 -2.65 -0.73
C -2.03 -1.02 -0.95
N -1.82 2.18 -1.94
O -0.68 2.90 -1.90
H 4.02 1.12 3.83
H 3.61 -0.43 3.05
H 5.08 0.45 2.56
H 4.26 -0.97 0.87
H 2.59 -0.17 -2.97
H 1.64 1.92 -2.15
H 0.87 4.53 0.30
H 1.51 4.00 -1.28
H -1.04 2.12 1.23
H -4.89 -1.55 -0.91
H -4.93 -0.56 0.57
H -3.49 -3.20 0.07
H -4.40 -2.68 1.49
H -2.00 -2.69 2.02
H -2.56 -1.01 1.98
H -0.60 -0.87 0.69
H 0.99 -3.63 -0.77
H 0.33 -2.30 -1.75
H 1.21 -1.95 -0.24
H -2.31 -1.85 -1.60
H -1.37 -0.35 -1.50
```

Properties
* calculated total energy: -44744.8348 eV
* HOMO-LUMO gap: 9.121 eV
* energy above the lowest of the compared OMol25 structures with the same formula, charge and spin: 318.8 kJ/mol
* lowest unoccupied orbital energy: 0.587 eV
* highest occupied orbital energy: -8.534 eV

# 2
The following is a quantum chemistry calculation of the ion C6H13N4O3 with charge +1 in a non-equilibrium geometry, from OMol25.

Geometry as XYZ:
```
26
C6H13N4O3 | OMol25 | ωB97M-V/def2-TZVPD
C 0.47 -1.78 0.31
C 2.59 0.64 -0.29
C -0.70 -1.22 -0.54
C 1.43 0.39 0.67
C -1.02 0.13 0.14
C 0.18 1.11 0.15
N 1.29 -1.00 0.88
N 0.41 -3.06 0.62
N -2.11 0.97 -0.47
N -0.31 2.32 0.90
O 3.22 -0.21 -0.91
O -1.96 -1.90 -0.91
O 0.40 1.56 -1.21
H 2.77 1.66 -0.39
H -0.26 -0.86 -1.59
H 1.74 0.72 1.77
H -1.35 -0.04 1.13
H 0.22 -3.88 -0.10
H 0.94 -3.32 1.52
H -1.47 1.85 -0.57
H -2.41 0.44 -1.34
H -0.36 3.10 0.33
H 0.37 2.54 1.68
H -2.91 1.29 0.02
H -2.24 -2.37 -0.11
H 1.07 0.91 -1.69
```

Properties
* calculated total energy: -18523.0342 eV
* HOMO-LUMO gap (alpha / beta): 7.002 / 7.101 eV
* energy above the lowest of the compared OMol25 structures with the same formula, charge and spin: 10.3 kJ/mol
* spin multiplicity: 3
* lowest unoccupied orbital energy (alpha / beta): -2.981 / -5.865 eV
* net charge: +1
* highest occupied orbital energy (alpha / beta): -9.983 / -12.967 eV

# 3
The following is a quantum chemistry calculation of a cluster of 2 separate species, C7H9ClNO in total in a non-equilibrium geometry, from OMol25.

Geometry as XYZ:
```
19
C7H9ClNO | OMol25 | ωB97M-V/def2-TZVPD
C -1.02 0.76 -1.95
C 0.45 0.83 -0.13
C 0.15 1.25 -2.53
C -0.88 0.52 -0.58
C 0.77 0.54 1.22
C -2.06 0.19 0.20
C 2.18 0.63 1.70
N 1.14 1.45 -1.70
O 2.31 1.82 -1.93
Cl -1.05 -1.80 2.78
H -1.79 0.38 -2.50
H 0.12 0.02 1.80
H 0.27 1.50 -3.54
H -2.95 -0.09 -0.52
H -2.20 1.02 0.81
H -1.80 -0.73 0.83
H 2.47 -0.47 1.91
H 2.18 1.14 2.64
H 2.78 1.37 1.01
```

Properties
* calculated total energy: -23462.0014 eV
* HOMO-LUMO gap (alpha / beta): 6.997 / 7.002 eV
* energy above the lowest of the compared OMol25 structures with the same formula, charge and spin: 0.3 kJ/mol
* lowest unoccupied orbital energy (alpha / beta): 2.849 / 2.851 eV
* net charge: -1
* highest occupied orbital energy (alpha / beta): -4.148 / -4.151 eV